Computed, not measured: C19H28BrO2Ru as an isolated structure at a distorted geometry, with ωB97M-V/def2-TZVPD.

Output
Net charge   +1
2S+1   5
HOMO energy (alpha / beta)   -0.3848 / -0.4358 Eh
Kohn-Sham gap (alpha / beta)   6.41 / 5.75 eV

Geometry as XYZ:
```
51
Properties=species:S:1:pos:R:3:forces:R:3
O -5.1597 2.7240 -4.0225 -0.680 0.464 -1.390
C -5.4192 2.0026 -5.2702 0.327 -0.890 0.020
C -6.2784 3.0802 -5.8940 0.351 -0.046 0.996
H -5.9352 1.0630 -5.0711 0.109 -0.067 -0.006
H -4.5049 1.8082 -5.8405 0.048 -0.063 0.240
C -5.8902 3.8569 -4.6138 -0.572 1.135 -0.170
H -7.3281 2.8105 -5.9412 -0.059 0.158 -0.268
H -5.8658 3.4889 -6.8135 -0.351 0.044 -0.020
C -7.0449 4.3339 -3.7497 0.075 0.027 0.210
H -7.7240 3.5275 -3.4488 0.146 0.100 -0.217
H -7.6026 5.1072 -4.3025 0.095 -0.320 0.228
H -6.6479 4.7928 -2.8347 -0.111 -0.055 -0.129
C -4.9950 5.0412 -4.9435 0.139 0.054 0.230
H -4.1665 4.7451 -5.6010 -0.116 0.084 0.216
H -4.6060 5.4819 -4.0120 0.020 -0.057 -0.357
H -5.5985 5.8013 -5.4698 0.291 -0.268 0.214
Ru 0.0248 0.2135 0.1377 -2.776 -3.151 -1.724
C 1.9711 0.6083 -0.2394 1.138 0.282 -0.900
C 1.9641 -0.6647 -0.9150 0.951 0.131 -0.902
C 1.1350 -0.5616 -2.0689 0.490 0.364 0.698
H 2.5536 -1.5240 -0.6152 -0.381 0.044 0.022
C 0.7003 0.7817 -2.1954 0.835 0.627 -0.160
C 1.1562 1.5196 -1.0468 0.842 -0.142 -0.935
H 1.0860 2.5904 -0.8843 -0.020 -0.250 -0.126
H 2.5946 0.8980 0.5995 0.024 -0.067 -0.285
H 0.8658 -1.3802 -2.7253 0.105 0.149 0.106
H 0.1747 1.2179 -3.0387 0.006 -0.281 0.372
C -0.0199 0.3928 2.2851 -1.358 0.602 1.608
C 0.0378 1.6692 1.6061 -0.356 0.093 0.882
C -1.2208 1.8591 0.9307 -1.105 0.245 1.301
H 0.8380 2.3954 1.6597 -0.076 -0.120 0.052
C -2.0528 0.7371 1.2275 0.202 1.042 -0.082
C -1.3237 -0.1654 2.0486 1.081 0.394 0.731
H -1.6878 -1.1177 2.4154 0.160 0.190 -0.118
H 0.7430 -0.0142 2.9366 -0.035 -0.037 -0.222
H -1.5154 2.7416 0.3760 0.122 -0.217 0.019
H -3.0650 0.5910 0.8724 0.263 -0.035 -0.089
O -2.5996 0.4717 -1.5632 0.668 -0.120 -0.140
C -2.3398 1.7595 -2.1730 -0.401 0.593 0.266
C -2.3934 1.5633 -3.6818 0.030 -0.444 0.022
H -1.3829 2.1755 -1.8083 -0.411 -0.246 -0.199
H -3.1475 2.4277 -1.8379 0.196 -0.045 -0.193
C -3.3699 0.3700 -3.7439 -0.461 0.649 0.025
H -1.4031 1.2649 -4.0594 -0.349 0.065 -0.114
H -2.7337 2.4521 -4.2174 0.002 -0.169 0.177
C -2.8282 -0.4853 -2.6257 0.428 0.004 -0.070
H -3.4500 -0.1121 -4.7154 0.203 -0.124 0.038
H -4.3603 0.7783 -3.4732 0.423 -0.481 -0.027
H -1.8537 -0.8935 -2.9443 -0.222 -0.170 0.183
H -3.4537 -1.3082 -2.2562 0.074 0.434 -0.040
Br -0.7492 -2.2152 -0.1956 -0.004 -0.107 0.030
```
Forces are in eV/Å.


Computed, not measured: C19H28CdN3O8P2Si as an isolated structure at a distorted geometry, with ωB97M-V/def2-TZVPD.

Output
Net charge   -1
2S+1   1
HOMO energy   -0.1773 Eh
Kohn-Sham gap   7.44 eV

Geometry as XYZ:
```
62
Properties=species:S:1:pos:R:3:forces:R:3
Cd -0.6257 -0.0350 -0.5908 -0.280 0.451 -0.575
C -0.0472 4.6804 -0.2702 0.016 -0.118 -0.156
C -0.5718 3.3107 -0.5975 0.690 0.021 -0.100
N 0.1901 2.2960 -0.7717 -1.176 -0.291 0.441
N 1.5191 2.4097 -0.7536 1.007 0.032 -0.158
C 2.1049 1.3936 -0.1494 0.004 0.642 0.061
O 1.5165 0.5350 0.5705 0.477 0.149 -0.363
C 3.5887 1.3218 -0.3306 0.115 -0.097 0.059
C 4.3211 2.3940 -0.8363 -0.023 0.018 -0.030
C 5.6946 2.2945 -0.9881 0.025 -0.027 0.012
C 6.3512 1.1176 -0.6512 0.023 -0.019 0.002
C 5.6250 0.0387 -0.1686 0.086 0.021 -0.016
C 4.2529 0.1448 -0.0021 -0.087 0.031 0.138
C -2.0153 3.0453 -0.6397 -0.520 -0.102 -0.043
C -2.9525 4.0159 -0.2901 0.165 -0.011 -0.040
C -4.2847 3.6554 -0.1680 -0.033 -0.107 -0.023
C -4.6532 2.3466 -0.4217 0.012 0.147 -0.006
C -3.6706 1.4642 -0.8501 -0.127 -0.010 -0.102
N -2.3948 1.8028 -0.9659 0.023 -0.251 0.205
H 1.0381 4.6464 -0.3159 0.001 0.055 0.009
H -0.3472 4.9823 0.7352 -0.039 -0.009 -0.002
H -0.4135 5.4277 -0.9779 -0.032 0.010 0.030
H 3.7981 3.2997 -1.1077 -0.028 0.017 0.016
H 6.2629 3.1339 -1.3705 -0.039 0.021 0.002
H 7.4268 1.0447 -0.7602 -0.010 -0.011 -0.030
H 6.1339 -0.8846 0.0795 -0.035 -0.010 0.025
H 3.6716 -0.6816 0.3850 0.110 0.158 0.083
H -2.6399 5.0319 -0.0938 0.036 -0.021 0.066
H -5.0200 4.3889 0.1392 -0.002 -0.003 0.011
H -5.6674 2.0017 -0.2806 -0.003 -0.015 -0.055
H -3.9151 0.4394 -1.0954 0.047 -0.020 0.080
C -1.4019 -3.3312 2.2514 -0.115 -0.011 0.044
C -2.2468 -2.0726 2.2657 -0.043 0.604 -0.370
O -3.0952 -2.0437 3.4239 -0.087 -0.171 0.095
P -1.1880 -0.5591 2.3956 1.109 -0.058 1.027
O -1.1729 -0.3066 3.9772 -0.234 -0.232 0.006
O 0.3111 -0.9872 2.0818 -1.025 -0.400 0.515
O -1.5927 0.6493 1.6423 -0.028 -0.061 -0.581
P -3.3830 -1.8395 0.7967 -0.214 -0.596 0.004
O -3.8667 -3.3744 0.4918 0.242 0.194 -0.159
O -4.5350 -1.0914 1.3624 -0.127 0.036 0.114
O -2.6226 -1.3880 -0.4126 0.004 0.050 0.098
H -0.8447 -3.4214 3.1855 0.067 0.015 -0.034
H -0.6955 -3.2949 1.4232 0.041 -0.052 0.035
H -2.0508 -4.1993 2.1421 -0.017 0.003 -0.004
H -3.9445 -1.6753 3.0957 0.117 0.053 0.004
H -1.8887 -0.8432 4.3689 -0.006 0.125 -0.092
H 0.8430 -0.2811 1.6252 0.194 0.005 -0.103
H -3.3377 -3.6995 -0.2525 -0.134 0.013 0.126
C 1.9852 -2.7026 -0.3255 -0.191 0.211 0.015
Si 0.5415 -2.1208 -1.4474 0.399 -0.751 -0.449
C 1.3871 -2.1058 -3.1724 -0.152 0.232 0.198
C -0.5836 -3.6724 -1.6008 -0.088 0.296 0.103
H 2.2939 -3.7261 -0.5565 -0.070 -0.023 -0.104
H 1.7351 -2.6513 0.7354 -0.022 -0.005 0.024
H 2.8474 -2.0509 -0.4830 -0.118 -0.165 -0.091
H 1.8766 -3.0641 -3.3670 0.005 -0.050 0.047
H 2.1477 -1.3228 -3.2272 0.007 0.013 -0.022
H 0.6680 -1.9279 -3.9758 -0.011 0.025 0.008
H -0.0029 -4.5824 -1.7729 0.114 0.034 -0.019
H -1.2807 -3.5545 -2.4347 -0.026 0.043 0.017
H -1.1792 -3.8220 -0.6983 0.005 -0.028 0.012
```
Forces are in eV/Å.


Computed, not measured: a 5-piece molecular cluster, C19H28Cl2F12O10PS2 overall at a distorted geometry, with ωB97M-V/def2-TZVPD.

Output
Net charge   +1
2S+1   1
HOMO energy   -0.4703 Eh
Kohn-Sham gap   7.93 eV

Geometry as XYZ:
```
74
Properties=species:S:1:pos:R:3:forces:R:3
C -2.1300 -2.2751 -5.9493 -0.005 0.064 0.542
C -1.5656 -2.6013 -4.5296 -0.134 0.796 -0.302
Cl -2.4235 -4.0164 -3.7754 0.948 0.778 -0.316
C -0.0049 -2.8048 -4.4770 -1.235 -1.113 -0.368
Cl 0.9000 -2.0195 -5.8086 -0.302 -0.151 1.126
S 0.6779 -2.2801 -2.8148 0.581 -1.035 -0.849
P 0.4566 -0.1669 -2.4682 0.624 4.171 3.110
O -1.1214 0.3527 -2.3832 2.151 -1.310 -1.545
O 1.2767 0.6694 -3.6610 -2.531 -2.336 1.326
S 1.2617 0.1499 -0.7294 -0.591 -1.012 -1.665
H -1.5621 -2.7450 -6.7695 -0.381 0.064 0.457
H -2.0931 -1.1762 -6.0754 0.042 -0.555 -0.133
H -3.1918 -2.5799 -5.9782 0.606 0.120 -0.063
H -1.7911 -1.7376 -3.8697 -0.119 -0.624 -0.329
H 0.1659 -3.9022 -4.5303 0.292 0.719 0.101
H -0.1257 -2.9562 -1.9047 0.007 0.810 -0.635
H -1.5054 0.4408 -3.2708 -0.479 0.173 0.107
H 0.6077 0.8978 -4.3285 0.468 0.317 -0.525
C 2.6207 1.9178 3.7442 0.516 -0.342 0.188
C 2.2817 0.5402 3.2142 -0.192 0.629 -0.293
O 3.0756 -0.4677 3.8582 0.134 -0.456 0.070
C 2.6425 -0.8648 5.0553 -0.260 0.628 -0.798
O 1.6706 -0.4474 5.6030 -0.168 -0.177 0.469
C 3.5467 -1.9647 5.6011 0.745 -0.683 0.567
F 4.8390 -1.6726 5.4441 0.107 0.283 -0.185
F 3.3253 -3.1242 4.9720 -0.280 -0.043 -0.331
F 3.3470 -2.1747 6.8953 -0.325 0.220 0.129
H 3.6917 2.1093 3.6505 -0.026 -0.054 -0.125
H 2.0797 2.6770 3.1969 0.070 -0.049 -0.170
H 2.3713 2.0039 4.7999 -0.105 -0.013 -0.056
H 2.5199 0.4875 2.1508 0.202 -0.236 0.112
H 1.2181 0.3196 3.3206 0.086 -0.103 0.208
C -1.8594 3.9922 8.1546 -0.096 0.047 -0.341
C -0.3711 4.2688 8.2139 -0.389 -0.099 0.702
O 0.2344 4.1000 6.9206 0.340 0.027 -0.458
C 0.1164 5.1314 6.0873 -0.242 -0.370 1.135
O -0.4424 6.1537 6.3337 -0.035 0.427 -0.429
C 0.8427 4.8304 4.7811 0.380 -0.108 -0.985
F 0.5796 3.5959 4.3291 -0.655 0.170 0.362
F 2.1686 4.9158 4.9304 0.174 0.033 0.367
F 0.5090 5.6749 3.8120 -0.287 0.261 0.126
H -2.0476 3.0027 7.7345 0.057 -0.035 0.130
H -2.2979 4.0426 9.1511 0.057 -0.004 -0.003
H -2.3685 4.7152 7.5159 0.033 0.064 0.106
H 0.1128 3.5494 8.8734 0.148 -0.052 -0.260
H -0.1616 5.2634 8.6086 0.009 0.041 -0.245
C -6.6389 -5.2096 1.4541 0.309 0.151 -0.134
C -6.8235 -6.4725 0.6379 -0.514 0.104 0.659
O -6.1134 -6.3860 -0.6107 0.329 -0.104 -0.503
C -4.8132 -6.6590 -0.5562 -1.059 0.049 0.702
O -4.2134 -6.9587 0.4284 0.641 -0.077 -0.050
C -4.2037 -6.5768 -1.9516 0.353 -0.087 -0.958
F -4.6072 -5.4861 -2.6195 -0.230 0.208 0.179
F -4.5393 -7.6317 -2.6925 -0.239 -0.241 0.139
F -2.8718 -6.5354 -1.9187 0.186 0.054 0.387
H -6.9287 -4.3328 0.8724 -0.136 -0.061 0.028
H -7.2431 -5.2480 2.3602 -0.011 -0.037 -0.043
H -5.5949 -5.0755 1.7403 -0.045 -0.100 0.078
H -7.8750 -6.5975 0.3826 0.128 0.006 -0.279
H -6.5166 -7.3593 1.1929 0.202 0.048 -0.139
C 2.5168 3.2589 -4.5986 -0.140 0.061 -0.396
C 3.8999 3.8658 -4.4773 -0.318 0.022 0.555
O 4.7060 3.5243 -5.6124 0.293 -0.064 -0.250
C 4.5119 4.2699 -6.7025 -0.252 -0.039 0.947
O 3.7335 5.1672 -6.7844 -0.112 0.244 -0.424
C 5.4611 3.8330 -7.8132 0.665 -0.294 -0.931
F 5.5061 2.5026 -7.9350 -0.203 -0.246 0.225
F 6.7053 4.2491 -7.5723 0.083 0.185 0.363
F 5.1021 4.3219 -8.9924 -0.351 0.234 0.043
H 2.5873 2.1831 -4.7536 0.198 0.051 0.086
H 1.9319 3.4516 -3.6984 0.073 0.018 0.026
H 1.9813 3.6728 -5.4553 0.032 0.135 0.080
H 4.4088 3.4567 -3.6052 0.172 -0.077 -0.201
H 3.8539 4.9474 -4.3477 0.006 -0.023 -0.223
```
Forces are in eV/Å.


Computed, not measured: C19H28ClCoN5O4 as an isolated structure, with ωB97M-V/def2-TZVPD.

Output
2S+1   2
HOMO energy (alpha / beta)   -0.3146 / -0.2849 Eh
Kohn-Sham gap (alpha / beta)   8.42 / 7.84 eV

Geometry as XYZ:
```
58
Properties=species:S:1:pos:R:3:forces:R:3
Co -3.9207 -0.3483 -0.9993 -0.019 -0.257 0.122
N -3.1859 -1.7293 -2.4233 -0.128 -0.002 -0.149
N -3.6061 -2.9977 -1.9408 0.146 -0.038 -0.093
C -4.7505 -3.0167 -1.0749 -0.126 0.099 0.047
O -5.3202 -4.0814 -0.9613 -0.015 -0.173 -0.025
O -5.0169 -1.9042 -0.4965 0.047 0.184 0.043
H -3.5957 -1.5236 -3.3332 0.073 -0.046 0.050
H -2.1759 -1.7414 -2.5283 -0.076 0.030 0.009
H -3.6614 -3.7285 -2.6387 0.031 0.062 0.029
C -5.1653 0.8756 -3.4112 0.048 0.038 -0.027
C -4.6104 1.0514 -2.0143 0.330 -0.085 0.344
O -4.8102 2.0299 -1.3319 -0.045 -0.032 -0.144
H -5.7375 1.7540 -3.7068 -0.011 -0.017 -0.035
H -5.7973 -0.0125 -3.4348 -0.064 0.001 0.033
H -4.3460 0.7086 -4.1126 0.023 0.054 -0.015
C 3.0242 2.4488 3.0676 0.026 0.043 0.110
C 3.0842 2.2181 1.5559 -0.036 0.025 -0.055
C 3.0647 3.5865 0.8659 0.016 0.063 -0.004
C 4.4168 1.5344 1.2393 0.023 -0.047 -0.013
C 1.8882 1.3113 1.0958 0.037 -0.115 0.118
O 1.7785 0.1913 1.9606 0.007 0.059 0.005
C 1.9952 0.8868 -0.3895 -0.061 0.093 -0.094
C 2.6049 -0.4832 -0.7120 0.058 -0.015 -0.009
C 1.7563 -1.6719 -0.3190 -0.031 0.012 -0.006
C 2.3080 -2.7194 0.4075 -0.013 -0.052 0.004
C 1.5428 -3.8092 0.8025 -0.007 0.084 -0.038
C 0.2050 -3.8500 0.4581 -0.098 -0.126 0.037
Cl -0.7698 -5.1981 0.9578 0.035 0.053 -0.031
C -0.3724 -2.8308 -0.2842 0.076 0.006 -0.054
C 0.4095 -1.7539 -0.6647 0.015 0.003 -0.006
C 0.5707 2.0773 1.3169 -0.204 0.110 -0.076
N -0.6210 1.2720 1.1024 0.032 -0.187 0.180
C -1.3673 1.1624 0.0065 -0.124 0.069 -0.110
N -2.3520 0.3057 0.2112 -0.001 0.266 -0.241
C -2.1530 -0.0879 1.4999 -0.035 -0.063 0.033
N -1.1228 0.4754 2.0748 0.085 0.068 -0.022
H 3.9160 2.9939 3.3813 0.014 0.004 0.004
H 2.9817 1.5110 3.6171 0.008 -0.021 -0.013
H 2.1669 3.0539 3.3637 -0.010 -0.002 0.006
H 3.9672 4.1387 1.1320 0.023 -0.008 0.013
H 2.2193 4.1959 1.1875 -0.020 -0.002 0.003
H 3.0416 3.5180 -0.2220 0.000 -0.019 -0.036
H 5.2373 2.1244 1.6503 -0.013 0.020 -0.002
H 4.5902 1.4399 0.1678 -0.004 0.006 -0.067
H 4.4844 0.5419 1.6883 -0.029 -0.030 0.036
H 2.3911 -0.5019 1.6984 -0.006 -0.017 -0.041
H 2.5511 1.6515 -0.9331 0.040 -0.010 0.014
H 1.0009 0.8939 -0.8377 -0.024 0.016 0.028
H 3.5936 -0.5951 -0.2638 0.018 0.033 0.034
H 2.7760 -0.5082 -1.7929 -0.028 -0.015 0.020
H 3.3591 -2.6903 0.6726 0.024 0.003 0.019
H 1.9769 -4.6170 1.3727 0.022 -0.026 0.027
H -1.4139 -2.8938 -0.5712 -0.084 -0.037 0.075
H -0.0525 -0.9598 -1.2384 0.013 0.044 -0.026
H 0.4986 2.9273 0.6373 0.068 -0.053 0.019
H 0.5053 2.4459 2.3375 0.035 -0.053 -0.016
H -1.1919 1.7255 -0.8938 -0.036 0.026 -0.050
H -2.7894 -0.7969 2.0009 -0.025 -0.023 0.036
```
Forces are in eV/Å.


Which of these has the highest 2S+1? C19H28BrO2Ru


Which value of 2S+1 does entry 1 give? 5